Entry 1:
{
  "formula": "C27H52IrP2Si",
  "method": "ωB97M-V/def2-TZVPD",
  "elements": ["Ir", "C", "C", "C", "C", "C", "C", "H", "H", "H", "C", "H", "H", "H", "C", "H", "H", "H", "C", "H", "H", "H", "C", "H", "H", "H", "C", "C", "C", "C", "C", "C", "C", "C", "H", "H", "H", "H", "H", "H", "H", "H", "H", "H", "H", "H", "P", "P", "C", "C", "H", "H", "H", "H", "C", "H", "H", "H", "C", "H", "H", "H", "C", "H", "H", "H", "C", "H", "H", "H", "C", "Si", "C", "C", "H", "H", "H", "H", "H", "H", "H", "H", "H"],
  "coordinates": [[0.1956, -2.7367, -2.1458], [-0.1385, 2.9813, -1.9081], [-1.5002, 2.5655, -1.9171], [-1.1731, 3.9358, -0.0901], [0.0686, 3.7916, -0.7624], [-2.1403, 3.1887, -0.8109], [0.8802, 2.6681, -2.9293], [0.4027, 2.3400, -3.8622], [1.5778, 1.8766, -2.6188], [1.4792, 3.5561, -3.1568], [1.3316, 4.4757, -0.4324], [2.1854, 3.7933, -0.5307], [1.3188, 4.8633, 0.5923], [1.5132, 5.3294, -1.1049], [-1.4447, 4.8381, 1.0504], [-1.6556, 5.8661, 0.7012], [-0.5798, 4.8907, 1.7284], [-2.3187, 4.4936, 1.6232], [-3.5894, 3.1865, -0.5401], [-4.0775, 4.0820, -0.9560], [-3.8018, 3.1932, 0.5363], [-4.0891, 2.3176, -0.9820], [-2.1462, 1.7195, -2.9441], [-2.4033, 2.2993, -3.8442], [-3.0718, 1.2704, -2.5658], [-1.4787, 0.9065, -3.2588], [1.0525, -4.2511, -1.1891], [1.0392, -4.4107, -2.6389], [-0.0446, -5.2024, -3.3208], [-1.4981, -4.5967, -3.2336], [-1.6291, -3.2924, -2.4857], [-1.3858, -3.1870, -1.0389], [-1.3054, -4.4592, -0.2301], [0.1044, -5.0754, -0.3215], [-0.0639, -6.2441, -2.9794], [-2.1987, -5.3453, -2.8432], [0.2320, -5.2051, -4.3819], [0.0538, -6.1276, -0.6414], [2.0037, -4.0120, -0.6977], [2.0374, -4.4217, -3.0749], [0.5323, -5.1171, 0.6909], [-1.5380, -4.2220, 0.8176], [-1.8871, -2.3497, -0.5451], [-2.0717, -5.1793, -0.5411], [-1.8081, -4.3559, -4.2613], [-2.3394, -2.5583, -2.8833], [1.5577, -0.3338, 1.5713], [-0.8504, 0.4831, 2.3203], [0.6716, -1.7405, 2.3650], [-0.6021, -1.2229, 3.0362], [1.3776, -2.2495, 3.0302], [0.4108, -2.4675, 1.5730], [-1.4764, -1.8520, 2.8072], [-0.4652, -1.1431, 4.1262], [-1.7753, 1.1807, 3.7256], [-2.1619, 2.1659, 3.4254], [-1.0882, 1.2878, 4.5815], [-2.5977, 0.4975, 3.9883], [-2.0365, 0.1803, 0.9893], [-2.6848, -0.6765, 1.2053], [-1.4925, 0.0141, 0.0513], [-2.6598, 1.0689, 0.8433], [2.8090, -1.3804, 0.7249], [3.2100, -0.8755, -0.1622], [2.3975, -2.3495, 0.4112], [3.5999, -1.5618, 1.4614], [0.9093, -0.9214, -2.4895], [0.3959, -0.1427, -1.8930], [0.7060, -0.6637, -3.5473], [1.9919, -0.8030, -2.2921], [3.0624, 0.2526, 4.0627], [2.6265, 1.3759, 2.6143], [1.3162, 2.7384, 2.8845], [3.7306, 1.8842, 1.1382], [2.1814, 0.0662, 4.6931], [3.8191, 0.7555, 4.6753], [3.4645, -0.7237, 3.7545], [0.7667, 2.6193, 3.8284], [0.5798, 2.7425, 2.0641], [1.8209, 3.7135, 2.8983], [4.7183, 1.4108, 1.1541], [3.2645, 1.6185, 0.1777], [3.8726, 2.9728, 1.1304]],
  "e_homo_ev": [-11.61, -11.51],
  "total_charge": 2,
  "homo_lumo_gap_ev": [4.89, 2.75],
  "multiplicity": 6,
  "de_lowest_kj_mol": 387.55,
  "energy_ev": -58114.5887,
  "mol_weight_g_mol": 658.96,
  "s2": 8.78
}



Entry 2:
{
  "formula": "C27H52N5O5PS",
  "method": "ωB97M-V/def2-TZVPD",
  "elements": ["C", "C", "C", "C", "C", "C", "P", "N", "C", "N", "S", "N", "C", "C", "C", "C", "C", "C", "C", "O", "C", "H", "H", "H", "H", "H", "H", "H", "H", "H", "H", "H", "H", "H", "H", "H", "H", "H", "H", "H", "H", "H", "H", "C", "O", "C", "C", "N", "C", "C", "O", "C", "H", "H", "H", "H", "H", "H", "H", "H", "H", "H", "H", "H", "H", "H", "H", "C", "O", "C", "C", "N", "C", "C", "O", "C", "H", "H", "H", "H", "H", "H", "H", "H", "H", "H", "H", "H", "H", "H", "H"],
  "coordinates": [[4.3593, 3.8296, -0.2333], [3.9873, 2.7163, 0.3947], [2.5452, 2.2140, 0.5482], [2.0536, 1.2307, -0.5365], [0.7749, 1.5882, -1.1959], [0.1799, 0.8008, -2.1500], [-1.4506, 1.2999, -2.8814], [-1.5325, 2.8850, -2.8233], [0.7698, -0.4489, -2.6061], [0.3007, -1.2978, -3.5197], [1.4194, -2.5220, -3.5151], [2.4618, -1.9587, -2.4260], [2.0413, -0.7751, -1.9366], [2.6795, 0.0426, -0.9157], [3.9853, -0.4382, -0.2712], [5.0761, -0.8125, -1.3492], [6.1864, 0.2738, -1.5259], [5.6749, 1.3681, -2.5233], [6.6594, 1.6364, -3.7085], [6.0617, 2.3778, -4.7592], [5.6293, 3.6688, -4.3347], [5.4328, 4.0875, -0.2426], [3.6843, 4.5578, -0.7044], [4.7819, 2.1270, 0.8834], [2.3655, 1.7707, 1.5523], [1.8833, 3.1045, 0.4954], [0.2304, 2.5128, -0.9540], [-2.5105, 0.7297, -2.1148], [-1.5817, 0.8585, -4.2231], [-1.6524, 3.2396, -3.7714], [4.3737, 0.2239, 0.5137], [3.7407, -1.4037, 0.2318], [4.6353, -0.9949, -2.3403], [5.5913, -1.7413, -1.0239], [6.5848, 0.6724, -0.5755], [7.0342, -0.2419, -2.0369], [4.7107, 1.0504, -2.9669], [5.5264, 2.3206, -1.9848], [6.9206, 0.6429, -4.1291], [7.5675, 2.1448, -3.3075], [5.8137, 4.4071, -5.1439], [6.1524, 4.0305, -3.4284], [4.5304, 3.6255, -4.1733], [-4.9846, -0.1251, -0.9115], [-4.0163, 0.3291, 0.0196], [-3.8500, 1.7456, 0.0142], [-4.2775, 2.3315, 1.3476], [-5.7254, 2.2474, 1.5147], [-6.1777, 2.5875, 2.8635], [-5.7723, 1.6384, 3.9934], [-6.3643, 0.3522, 3.9056], [-5.6300, -0.5849, 3.1347], [-4.9902, -1.2149, -0.8861], [-5.9836, 0.2338, -0.6456], [-4.7324, 0.1979, -1.9263], [-4.3838, 2.2189, -0.8147], [-2.7813, 1.9339, -0.1271], [-3.9684, 3.3792, 1.3964], [-3.7554, 1.7767, 2.1384], [-6.0255, 1.3034, 1.3045], [-7.2699, 2.6200, 2.8287], [-5.8412, 3.6002, 3.1070], [-6.1464, 2.0712, 4.9262], [-4.6852, 1.5636, 4.1091], [-4.5520, -0.4119, 3.1920], [-5.9599, -0.5672, 2.0923], [-5.8394, -1.5819, 3.5244], [1.2939, -5.1560, 2.5205], [1.0420, -3.7668, 2.6368], [1.2259, -3.0594, 1.4131], [-0.0932, -2.4716, 0.9460], [-1.0041, -3.5232, 0.5002], [-2.3619, -3.0456, 0.2434], [-3.1799, -2.5574, 1.4405], [-3.5141, -3.5827, 2.3640], [-2.5539, -3.8012, 3.3832], [1.1986, -5.5980, 3.5117], [0.5671, -5.6331, 1.8551], [2.3086, -5.3384, 2.1538], [1.6751, -3.6895, 0.6392], [1.9217, -2.2391, 1.6199], [0.0943, -1.7815, 0.1165], [-0.5216, -1.9029, 1.7815], [-1.0449, -4.2462, 1.2083], [-2.9047, -3.8797, -0.2108], [-2.3187, -2.2503, -0.5082], [-4.1323, -2.1941, 1.0458], [-2.7184, -1.7029, 1.9468], [-2.0292, -2.8833, 3.6617], [-1.8354, -4.5677, 3.0811], [-3.0805, -4.1769, 4.2620]],
  "e_homo_ev": -8.44,
  "total_charge": 0,
  "homo_lumo_gap_ev": 7.48,
  "energy_ev": -66648.6751,
  "mol_weight_g_mol": 589.78
}